No. 1
126
Properties=species:S:1:pos:R:3:forces:R:3:lowdin_charge:R:1 method="wB97M-V/def2-TZVPD" e_homo_ev=-8.46 smiles=COC[C@H](C)N.COC[C@H](C)N.COC[C@H](C)N.COCCNCCOC.COCCNCCOC.CCO.CCO.CCO orbital_gap_ev=8.818 total_energy_ev=-60343.168
C -6.755403 2.305357 -2.387093 0.7 0.9 0.2 -0.1178
O -5.871463 1.895907 -1.381533 1.0 0.0 0.1 -0.1997
C -6.242313 0.749157 -0.660593 0.4 -0.7 0.1 -0.2139
C -5.069043 0.247237 0.213167 -1.1 0.0 0.8 -0.3843
C -5.365553 -1.167923 0.838747 -0.6 1.3 -0.9 -0.0470
N -4.822843 1.200987 1.333757 0.4 -1.1 -0.5 0.0711
H -6.266123 3.141687 -2.886353 0.0 0.2 0.1 0.0731
H -7.645253 2.721267 -1.914583 -0.6 -0.4 -0.4 0.0913
H -6.879093 1.579047 -3.190393 -0.6 -0.5 0.3 0.0901
H -7.144113 0.956317 -0.084453 0.0 0.0 0.4 0.1265
H -6.477783 -0.059323 -1.352693 -0.2 -0.2 -0.3 0.1174
H -4.221703 0.061457 -0.446823 0.4 0.5 -0.2 0.1150
H -4.629763 -1.423433 1.601257 0.0 0.0 -0.1 0.0587
H -5.385063 -1.901293 0.032597 0.3 -0.2 0.1 0.0692
H -6.370503 -1.175513 1.260777 0.1 0.0 0.3 0.0716
H -3.996133 0.796727 1.749957 0.2 -0.2 0.7 0.0210
H -4.405703 2.069817 1.031707 -0.4 0.4 -0.7 0.0426
C 3.140377 1.748707 0.600127 1.0 0.4 -0.5 -0.1229
O 3.295717 0.483087 1.135587 -1.3 -0.7 0.7 -0.2368
C 2.800377 -0.596973 0.342217 0.8 0.2 0.9 -0.1740
C 2.902187 -1.832723 1.219217 3.1 -1.6 -1.0 -0.3935
C 4.356547 -2.096693 1.737567 -0.9 1.9 1.1 -0.0512
N 2.673817 -3.021703 0.408417 -1.7 -0.1 0.2 0.0537
H 3.917197 1.829527 -0.160223 -0.1 0.6 -0.4 0.0933
H 3.362827 2.448617 1.405567 -0.1 0.2 -0.1 0.0843
H 2.163617 1.958017 0.163987 -0.2 -0.1 0.1 0.0824
H 1.766487 -0.534193 0.002747 -0.4 0.7 0.2 0.1088
H 3.430347 -0.615923 -0.547093 0.1 -0.6 -0.2 0.1209
H 2.303997 -1.773223 2.128457 -0.5 0.0 -0.3 0.1256
H 4.300737 -2.842303 2.530697 0.2 -0.2 -0.3 0.0721
H 4.601067 -1.145163 2.209697 0.6 0.0 0.3 0.0572
H 5.151707 -2.308013 1.022607 -0.5 -0.2 -0.3 0.0700
H 3.200907 -2.888763 -0.442823 0.5 0.0 -0.1 0.0115
H 1.719007 -2.961663 0.084647 -0.5 -0.5 -0.1 0.0196
C 1.580987 5.332727 5.254047 -0.2 -0.3 -0.2 -0.1124
O 1.515137 3.931177 5.327977 0.1 -0.8 0.2 -0.1894
C 1.590787 3.282887 4.059517 -0.1 -0.1 0.7 -0.1813
C 1.360667 1.766097 4.211017 0.5 -0.7 0.5 -0.3833
C 2.554057 0.989677 4.800537 0.5 1.1 1.3 -0.0441
N 1.045097 1.168317 2.925577 -0.6 0.8 -0.5 0.0672
H 0.901217 5.672307 4.472577 0.0 0.3 -0.3 0.0793
H 2.601957 5.651547 5.044107 0.1 0.3 0.0 0.0879
H 1.220527 5.753727 6.192627 0.2 -0.1 0.1 0.0895
H 0.823897 3.750047 3.441657 -0.2 -0.3 -0.4 0.1011
H 2.556797 3.456967 3.585557 0.3 0.1 -0.1 0.1198
H 0.527527 1.626357 4.899817 -0.2 0.1 -0.1 0.1285
H 2.785137 1.396257 5.785117 0.0 0.2 0.2 0.0728
H 3.482527 1.123267 4.245387 -0.1 0.0 -0.5 0.0772
H 2.429367 -0.074483 5.000817 -0.6 0.0 -0.5 0.0785
H 0.579847 0.284057 3.072987 0.4 -0.5 0.2 0.0621
H 1.923017 1.006347 2.453227 0.0 -0.5 -0.3 0.0394
C 1.640047 0.059397 -4.428833 1.1 0.0 0.2 -0.0913
O 2.585807 -0.996663 -4.142923 -1.3 0.5 -0.1 -0.1636
C 1.999617 -1.904973 -3.231553 0.8 -1.1 0.8 -0.2371
C 2.949377 -3.110143 -2.970563 -0.7 1.6 -0.7 -0.1802
N 4.115807 -2.693393 -2.180253 0.4 -1.7 0.0 -0.0607
C 5.050697 -3.861713 -2.017063 -0.2 0.2 -0.9 -0.1672
C 5.799007 -4.195453 -3.333233 -0.3 0.2 0.9 -0.2484
O 6.510297 -3.042863 -3.684223 0.8 0.7 -1.5 -0.2113
C 7.106427 -2.968163 -5.040103 -0.5 -0.8 2.1 -0.0426
H 2.154157 0.848937 -4.976943 0.2 -0.1 0.1 0.0850
H 1.300717 0.473147 -3.479223 -0.2 0.1 0.0 0.0716
H 0.791017 -0.230163 -5.048033 -0.1 -0.5 0.1 0.0871
H 0.996627 -2.235923 -3.500963 0.0 -0.3 -0.8 0.1130
H 1.808197 -1.505813 -2.235493 0.3 0.8 0.2 0.0893
H 3.278137 -3.466023 -3.946973 -0.3 -0.5 -0.1 0.1080
H 2.309867 -3.823983 -2.451373 0.4 -0.3 0.2 0.1173
H 4.652517 -2.066393 -2.762413 0.0 0.5 0.0 0.0999
H 4.541867 -4.780713 -1.726153 -0.5 0.2 0.1 0.1167
H 5.769307 -3.667973 -1.220723 0.1 0.3 -0.1 0.1092
H 5.098047 -4.477733 -4.118773 -0.1 -0.1 -0.1 0.1057
H 6.436567 -5.049773 -3.105743 0.4 -0.2 -0.2 0.1179
H 6.368257 -3.167193 -5.817023 -0.2 0.5 0.0 0.0814
H 7.860687 -3.749063 -5.136953 0.2 0.0 0.1 0.0774
H 7.578247 -1.985683 -5.055143 -0.3 -0.1 -0.4 0.0865
C -2.250413 3.952977 -0.371673 -0.1 0.2 -1.1 -0.1277
O -2.530713 3.118057 0.688247 0.5 0.0 1.0 -0.2251
C -1.582843 3.337077 1.738827 -2.2 -1.4 0.8 -0.1776
C -2.144023 2.498447 2.913447 1.3 0.3 0.4 -0.1887
N -1.896573 1.068897 2.768127 -1.1 -0.3 -0.9 -0.0898
C -2.288883 0.345657 3.982867 1.3 -0.7 0.3 -0.1622
C -2.063733 -1.202393 3.931767 -0.4 1.2 -1.6 -0.1976
O -0.700923 -1.559533 4.058097 0.4 1.1 0.8 -0.1988
C -0.391413 -2.802023 3.476857 -0.4 -0.4 0.2 -0.0945
H -2.900643 3.685867 -1.204713 -0.1 0.1 0.1 0.0773
H -1.220263 3.797337 -0.692093 0.3 0.2 -0.2 0.0865
H -2.403873 4.995757 -0.093883 0.1 0.2 -0.1 0.0965
H -1.574963 4.371837 2.081317 0.0 0.3 -0.3 0.1219
H -0.585013 3.033817 1.421867 0.2 -0.1 0.1 0.1087
H -3.182013 2.710917 3.169457 -0.2 0.0 -0.6 0.1233
H -1.593413 2.812377 3.800227 0.2 0.4 0.4 0.1049
H -0.900183 1.046537 2.604377 0.3 -0.3 0.3 0.0454
H -3.317633 0.587967 4.249447 -0.1 -0.2 -0.3 0.1221
H -1.660643 0.743467 4.779827 0.0 -0.1 0.6 0.1057
H -2.375163 -1.488983 2.927287 -0.2 -0.2 -0.3 0.1003
H -2.758273 -1.720093 4.593357 0.4 -0.1 0.6 0.1219
H -1.175593 -3.481063 3.811597 -0.1 -0.5 -0.6 0.0901
H 0.542977 -3.230943 3.838847 0.1 0.5 0.3 0.0916
H -0.304123 -2.702083 2.394957 -0.3 -0.2 -0.2 0.0785
C -1.321043 -4.603153 -1.753023 -0.4 -0.5 1.4 -0.0734
C -1.156853 -3.944423 -0.385403 0.1 1.6 -0.8 -0.2774
O -0.135933 -2.953963 -0.543513 1.2 -0.5 0.0 -0.1485
H -1.599243 -3.807003 -2.443573 0.2 -0.4 -0.3 0.0721
H -2.116353 -5.342493 -1.658313 -0.3 0.0 -0.3 0.0693
H -0.422533 -5.171943 -1.992303 0.1 0.4 -0.4 0.0737
H -0.890903 -4.610933 0.435037 0.0 -0.1 -0.1 0.1119
H -2.037383 -3.347023 -0.148983 -0.5 -0.6 0.3 0.1084
H -0.430523 -2.050383 -0.407993 -0.6 -0.1 0.6 0.0221
C -3.114983 2.640777 -3.881533 -0.1 1.0 0.1 -0.0789
C -2.440093 3.698117 -4.805603 -0.4 -2.0 0.1 -0.3074
O -1.748623 4.712567 -4.102563 -0.6 0.2 -0.3 -0.0652
H -3.898963 3.178717 -3.348513 0.0 -0.1 0.3 0.0513
H -2.462773 2.188107 -3.134663 0.2 0.1 -0.1 0.0470
H -3.637143 1.840027 -4.405213 0.2 0.0 -0.4 0.0763
H -3.257063 4.054467 -5.433033 0.2 1.0 0.3 0.1078
H -1.809183 3.188647 -5.533953 0.5 0.0 0.1 0.0996
H -0.939143 4.357807 -3.727743 0.0 -0.2 -0.1 0.0807
C -1.272893 -0.410833 -2.117243 1.0 -0.1 0.3 -0.0520
C -1.130913 0.342177 -0.786073 -0.3 1.8 -1.5 -0.3279
O -1.345123 -0.452063 0.305327 -0.4 -2.2 0.7 -0.0804
H -0.983833 0.153337 -3.003963 -0.2 0.6 0.2 0.0567
H -2.257893 -0.831153 -2.320213 -0.1 0.0 0.4 0.0855
H -0.518903 -1.197953 -2.112113 -0.3 -0.4 -0.1 0.0350
H -1.827013 1.179927 -0.744663 -0.2 0.2 -0.2 0.0949
H -0.148853 0.789207 -0.631743 0.5 0.2 -0.8 0.1016
H -1.556383 0.112557 1.052437 -0.4 0.2 0.7 0.0422

No. 2
60
Properties=species:S:1:pos:R:3:forces:R:3:lowdin_charge:R:1 method="wB97M-V/def2-TZVPD" e_homo_ev=-9.13 orbital_gap_ev=8.125 total_energy_ev=-203481.172
C 1.825987 1.371589 0.742106 -0.3 -0.1 -0.4 -0.1444
C 1.353019 1.574388 -0.689444 0.4 0.3 0.5 -0.7210
Br 2.371259 0.425827 -1.907129 -0.2 -0.5 0.5 0.6520
C 1.361912 3.116287 -1.095294 -0.8 -1.4 -0.6 -0.6228
Br 2.451979 3.379193 -2.684335 0.1 1.2 0.2 0.6997
C -0.083915 3.438169 -1.398130 0.3 0.4 -0.1 -0.2035
C -0.715456 3.059846 -2.508167 -0.2 0.3 0.5 0.0532
C -2.169508 3.416884 -2.614747 -0.2 -0.3 -0.5 -0.2867
O -2.701676 3.738967 -3.653656 0.2 -0.4 0.5 0.1386
C -2.906454 3.330130 -1.292456 0.1 0.3 -0.1 -0.1878
O -4.175949 2.811883 -1.260813 0.3 1.1 0.1 -0.0276
N -3.926786 1.337416 -1.352444 0.1 -1.3 0.0 0.0783
O -4.046457 0.834554 -0.335039 -0.9 1.2 0.0 0.1152
C -2.276379 3.723972 -0.178980 -0.6 -0.2 -0.3 -0.0835
C -2.868726 3.654698 1.187476 0.6 0.2 0.8 -0.0002
B -2.675863 5.000952 2.023009 -0.2 0.2 0.0 -0.6062
O -1.894970 5.033043 3.169381 0.0 0.0 -0.5 0.1431
O -3.352495 6.143035 1.603238 0.5 -0.4 -0.1 0.1449
C -0.884952 4.217396 -0.384273 0.2 0.1 -0.2 -0.2580
O -0.426515 5.187544 0.188750 -0.1 -0.4 0.4 0.1381
H 1.092140 1.855447 1.395658 0.2 0.1 0.1 0.0914
H 2.819229 1.784408 0.896853 0.0 0.0 0.1 0.0847
H 1.835598 0.305006 0.967482 -0.1 0.5 0.0 0.0157
H 0.337537 1.194587 -0.736880 0.0 0.0 -0.4 0.0764
H 1.725419 3.714216 -0.267790 0.3 0.1 -0.1 0.0932
H -0.200881 2.518349 -3.290672 -0.2 0.2 -0.3 0.1193
H -3.926590 3.400419 1.174880 0.0 0.0 -0.3 0.1204
H -2.347786 2.852881 1.723801 -0.1 0.0 0.0 0.1270
H -0.982775 5.196083 2.901283 0.1 -0.1 0.3 0.1029
H -2.738209 6.606435 1.018931 -0.3 0.4 0.0 0.1070
C -2.270429 -4.234625 -2.581165 0.1 0.0 0.1 -0.2202
C -1.946426 -4.521926 -1.109466 -0.1 0.0 0.0 -0.2134
C -1.307383 -3.255654 -0.524851 0.1 -0.4 0.1 -0.2147
S -1.970082 -1.877862 -1.470141 -0.1 -0.3 0.1 0.6750
O -0.894735 -1.260962 -2.205624 -0.1 0.2 0.1 -0.3302
O -2.853707 -1.093930 -0.637787 0.8 -0.8 -0.3 -0.3419
C -2.943521 -2.865977 -2.600166 -0.1 -0.3 -0.2 -0.2261
H -2.913837 -5.000815 -3.011517 0.0 0.0 0.0 0.1146
H -1.346683 -4.203422 -3.163203 0.0 0.0 0.0 0.1195
H -2.869199 -4.751077 -0.572196 0.0 0.0 0.0 0.1162
H -1.284404 -5.380156 -1.001966 0.0 0.0 0.0 0.1126
H -1.557650 -3.117413 0.523767 0.1 0.2 0.0 0.1044
H -0.225930 -3.254341 -0.649668 0.0 0.2 0.0 0.0991
H -2.948419 -2.398303 -3.582017 0.0 0.1 0.1 0.1092
H -3.957414 -2.918006 -2.203832 0.0 0.1 0.0 0.1089
C 5.039554 -3.571369 1.742621 0.0 0.1 0.1 -0.2184
C 4.230265 -3.817473 3.022944 0.0 0.0 -0.1 -0.2131
C 3.400351 -2.554991 3.290080 0.1 -0.3 0.3 -0.2135
S 3.108921 -1.801179 1.685295 0.3 -0.7 0.1 0.6579
O 3.797369 -0.539074 1.651706 0.0 0.0 0.1 -0.3201
O 1.712528 -1.926553 1.342491 0.0 0.2 0.0 -0.3323
C 4.058039 -2.980310 0.735225 0.3 -0.2 -0.1 -0.2245
H 5.491842 -4.487872 1.366815 0.0 0.0 0.0 0.1155
H 5.841065 -2.857503 1.944524 0.0 0.0 0.0 0.1203
H 3.565541 -4.671094 2.874855 0.0 0.0 0.0 0.1159
H 4.874643 -4.048709 3.869828 0.0 0.0 0.0 0.1140
H 2.443979 -2.785117 3.753061 -0.1 0.1 0.0 0.1023
H 3.944645 -1.837108 3.900554 0.0 0.1 -0.1 0.1058
H 4.541395 -2.473100 -0.096615 -0.1 0.1 0.0 0.1100
H 3.367945 -3.737681 0.363849 0.0 0.0 0.0 0.1076

No. 3
38
Properties=species:S:1:pos:R:3:forces:R:3:lowdin_charge:R:1 method="wB97M-V/def2-TZVPD" e_homo_ev="-3.83 / -3.84" total_charge=-1 orbital_gap_ev="6.327 / 6.341" total_energy_ev=-354973.271
Ni -0.254510 0.084260 -0.075498 -0.6 -1.0 -1.5 0.4371
Br 3.369997 -0.342858 5.745141 0.0 0.0 0.0 0.6478
C 2.832418 -0.087424 3.947309 -0.2 0.0 0.0 -0.7769
C 3.755418 0.218226 2.969842 0.0 0.0 -0.2 -0.7781
Br 5.596095 0.381819 3.381801 0.0 0.0 0.0 0.6466
C 3.321840 0.407904 1.642293 0.0 0.1 0.0 -0.6464
Br 4.534375 0.808176 0.239107 0.0 0.0 0.0 0.7088
C 1.988362 0.308080 1.279616 0.0 0.0 -0.2 -0.3967
O 1.571372 0.495882 0.044935 0.1 0.3 0.3 -0.1719
C 1.021907 -0.048791 2.296932 -0.5 0.1 -0.3 -0.4277
O -0.217930 -0.184909 1.933125 0.2 -0.2 1.0 -0.1864
C 1.473358 -0.212192 3.601064 0.2 -0.1 0.2 -0.6463
Br 0.147451 -0.651807 4.886465 0.0 0.0 0.0 0.6940
C -0.734370 2.779391 0.190981 0.2 0.1 0.2 -0.2277
O -1.072317 1.617788 -0.498666 0.0 0.4 -0.1 -0.3872
H 0.349104 2.892105 0.322191 0.0 0.0 -0.1 0.0712
H -1.178480 2.819512 1.197821 0.0 0.0 0.0 0.0705
H -1.088061 3.659005 -0.363342 0.0 0.0 0.0 0.0646
O -2.717411 -2.144711 -1.305030 0.0 0.2 0.1 -0.4994
S -2.436664 -0.803901 -0.705226 0.6 -0.1 0.3 0.9330
C -3.166687 -0.760274 0.957143 -0.2 0.0 0.0 -0.2639
C -4.529272 -0.055796 0.860007 0.0 -0.1 0.0 -0.2143
C -4.930652 -0.037854 -0.615579 0.1 0.1 0.0 -0.2380
C -3.654149 0.337339 -1.359372 -0.1 0.0 -0.1 -0.2972
H -2.455080 -0.265819 1.618377 0.0 0.0 0.0 0.0751
H -3.228930 -1.814046 1.231536 -0.1 0.0 0.0 0.1009
H -4.426876 0.967776 1.224283 0.0 0.0 0.0 0.1136
H -5.277186 -0.554497 1.477073 0.0 0.0 0.0 0.1069
H -5.740772 0.663167 -0.821466 0.0 0.0 0.0 0.1088
H -5.254422 -1.032285 -0.930253 0.0 0.0 0.0 0.1077
H -3.281927 1.334374 -1.122807 0.0 0.0 0.0 0.0871
H -3.676510 0.181804 -2.436574 0.0 0.0 0.0 0.0992
C -0.198857 -3.138109 0.404614 0.0 0.0 0.2 -0.1047
O 0.402292 -1.998533 -0.210610 0.0 0.2 -0.1 -0.1517
H 0.498082 -3.977977 0.407270 0.0 0.0 0.0 0.0842
H -1.129266 -3.410786 -0.093671 0.0 0.0 0.0 0.0597
H -0.396200 -2.839889 1.433192 0.0 0.0 0.0 0.0881
H 0.639657 -2.187251 -1.123224 0.0 0.0 0.0 0.1095